The following is a quantum chemistry calculation of 8 unconnected molecules or ions with the total composition C36H84F6N2O17P in a non-equilibrium geometry, from the Open Molecules 2025 dataset.

```
146
Properties=species:S:1:pos:R:3:forces:R:3
H -7.58203 12.40057 -0.01797 0.24 -0.64 -0.11
H 14.75793 -0.85420 3.95246 -0.56 0.44 -0.05
H -4.90541 -0.99396 -6.84203 -0.44 0.24 -0.16
H -1.09637 8.49578 -0.92173 -0.14 -0.28 0.09
C 3.52181 -0.20379 9.24094 0.48 1.09 0.99
H -4.79411 9.64675 6.67114 -0.65 0.31 0.47
H 2.50996 -0.80524 -6.77118 0.03 0.11 -0.61
H -7.71171 -3.75882 2.22064 -0.01 0.60 -0.04
H 2.69234 -0.32574 9.93751 -0.33 0.03 -0.08
H -3.25184 5.22008 5.51458 -0.72 0.25 0.39
H 14.46204 -0.84920 6.13829 0.31 0.18 0.19
H -3.87857 5.95309 3.99597 0.13 0.34 0.20
H 15.43020 -2.39266 3.71864 0.06 -0.51 -0.31
H 2.88538 -2.07341 6.49398 -0.25 0.59 -0.06
H -3.69884 12.22468 0.37628 -0.35 0.55 0.29
C 1.02683 -11.71139 -4.58934 1.13 0.64 0.73
O -4.24718 -2.86547 -6.40261 -1.33 0.71 -2.24
H 3.42985 -8.31004 -2.69625 -0.27 -0.39 0.51
H 2.68521 -7.88580 -4.12884 -0.20 -0.22 -0.66
H -1.13891 -0.99279 -8.51276 1.25 1.23 -0.32
H -2.06758 10.15412 0.37302 -0.39 0.26 0.33
H 1.06936 -9.62541 -5.08667 -0.28 0.18 -0.17
H -6.57339 8.68034 3.44542 -0.22 0.86 -0.35
H -8.08252 8.64230 6.04535 -0.41 -0.34 -0.20
H 1.73059 -7.75491 -2.73987 -0.54 -0.79 0.54
O -8.76793 -1.83272 5.23833 0.41 -0.56 0.64
H -1.41563 -15.25773 -7.16855 -0.01 0.61 0.03
H 2.57009 -2.45935 8.16333 -0.10 0.10 0.16
N -7.12595 -2.83608 4.06140 -0.17 -1.98 -1.75
H -1.34050 11.01398 -0.98339 0.34 0.02 -0.01
H -5.88837 12.37381 0.67014 -0.29 -0.26 0.20
H 4.29888 -0.88348 9.59063 0.23 0.09 -0.19
H -6.75991 -1.50986 5.49726 -0.07 -0.04 0.45
F -0.83688 -0.02702 0.71345 -0.74 0.64 -0.29
O 9.43568 -2.72236 2.10179 0.28 0.36 -0.63
N 3.19279 -0.44410 7.89790 -0.75 -2.59 -2.07
O -3.37592 10.97561 -1.13645 1.78 -2.47 0.13
H -4.11435 -1.74515 -8.20561 -0.02 -0.38 -0.21
C 1.05570 -10.20994 -4.16675 0.55 0.14 -1.16
C 10.02741 -1.57596 1.55567 0.83 -0.07 0.23
H 2.33131 -13.87711 -5.49835 0.89 -0.20 -0.09
H -4.71829 13.89629 -1.45504 -0.32 0.28 0.34
O 2.23382 -9.81166 -3.41865 -0.94 -0.32 0.42
H -2.99821 -1.30578 -5.81751 0.23 0.31 -0.80
C -7.46914 8.33384 3.96084 1.39 -0.46 0.97
H -5.82851 4.08056 3.29466 0.06 0.37 -0.80
C -5.78233 -2.78140 3.54848 0.56 -0.02 0.44
C -0.52805 -1.56826 -7.81721 -0.02 -0.72 -0.60
H -5.75360 -2.36174 -7.66792 0.12 0.26 -0.24
H 1.40546 -12.19564 -3.68920 0.47 -0.69 -0.09
H -5.79898 8.22452 6.21850 0.70 -0.26 -0.27
O 12.20284 -1.74206 2.73822 0.56 -0.40 -1.21
H -2.06286 -4.14672 -6.76284 -0.55 -0.13 0.61
H 7.48565 -1.85360 2.26499 0.12 -0.04 -0.83
F 0.64951 0.14297 -0.95535 -0.44 0.96 -0.02
C 2.91563 0.52632 6.98735 1.17 0.47 0.95
H 1.25364 -14.57791 -7.56903 -0.34 -0.92 0.15
H 4.20478 -2.29594 7.55452 0.27 0.22 0.30
H 15.28037 -2.43239 6.39369 0.08 0.04 0.29
C -4.67352 12.81380 -1.57470 -0.65 0.25 0.32
H 0.69624 -2.73967 -9.19211 -0.49 -0.20 0.16
O 1.84312 -11.92198 -5.75365 -0.06 1.13 0.01
O -6.02280 12.23963 -1.39689 1.87 0.38 0.06
H 7.80733 -3.45921 2.93438 -0.16 0.21 0.33
O 1.80236 -2.65202 -7.56158 -0.10 0.83 1.01
O 3.06098 1.69720 7.27771 -0.55 0.27 -0.46
H -2.35080 6.98140 -3.11939 -0.56 0.51 1.00
C 8.23561 -2.47263 2.75740 -0.46 -0.20 0.80
C -3.51829 12.27285 -0.69758 -1.43 -0.16 -0.28
H -6.55805 13.76171 -0.17280 0.10 0.40 0.23
C -6.53530 12.67209 -0.15484 0.06 0.82 -0.29
H 11.72564 -2.68990 0.90766 0.31 -0.01 -0.04
F -1.16019 -1.12532 -1.30647 -0.73 0.62 0.20
H 0.00832 -12.08526 -4.69409 -0.12 0.29 -0.42
H -2.92907 8.58174 -0.96368 -0.03 -1.33 -0.69
F -0.96965 0.91317 -2.42391 -0.43 -0.70 0.31
C -1.98310 8.98196 -1.32848 -0.44 0.95 -1.18
C -3.96187 5.11979 4.69367 -0.65 -0.59 -1.10
H -7.09576 4.30830 4.40260 -0.24 0.27 0.13
O 0.05354 -14.46198 -5.80414 -0.15 -0.29 -1.67
H 0.24955 -13.19853 -7.49461 -0.48 0.26 0.22
F -0.78262 2.01924 -0.52715 0.38 -0.40 0.98
H -0.82616 7.56523 -3.61217 0.41 -0.05 0.23
H -2.63062 12.88917 -0.84001 0.22 0.17 -0.31
H 9.82358 -0.64826 2.09039 -0.06 -0.08 0.77
H -5.78685 -2.30967 2.56586 0.20 0.04 -0.01
C -4.79298 -1.93822 -7.37477 0.25 -0.63 1.18
H -7.62407 6.02284 2.74242 0.27 -0.36 -0.60
O -6.63013 10.00197 5.67412 -0.87 0.45 -0.33
C -3.05980 -2.39197 -5.88466 1.26 -0.98 1.41
C 14.33011 -1.92828 6.21765 -0.56 0.06 -1.25
F -2.58844 0.64875 -0.71765 0.54 -0.42 0.00
H -0.20993 -16.38734 -6.62587 0.55 0.07 -0.16
H 14.05876 -1.61998 1.78705 -0.09 0.26 -0.38
H -8.30492 8.32213 3.26125 -0.20 -0.29 0.01
H -5.11351 -2.24964 4.22524 -0.16 0.24 -0.06
O -1.87042 9.11457 -2.77475 -0.99 -0.41 1.82
H 13.59945 -2.09711 7.00867 0.16 -0.32 -0.07
H 2.68980 -13.18388 -7.17832 0.70 0.65 0.60
H -9.02392 -3.73043 3.41557 0.26 0.49 0.28
C -5.45467 9.21455 5.91950 -0.71 0.45 -0.48
C -6.23474 4.82535 3.97902 -0.65 -0.51 0.30
C -7.77583 9.24420 5.18992 1.52 -0.97 -0.30
H -5.36805 -3.78605 3.46395 -0.04 -0.10 -0.15
H -5.85335 6.49572 2.72868 -0.19 0.74 -0.35
C 14.46521 -1.89527 3.81610 -1.37 -0.46 0.99
C 2.33251 -1.84507 -6.49666 0.04 0.21 -0.11
H 13.69993 -3.21449 2.31671 -0.65 -0.32 0.14
H 2.67785 0.16736 5.97403 -0.16 -0.08 0.16
C -6.71094 6.17223 3.31859 0.79 -1.51 1.28
C -1.80566 -3.12128 -6.49748 -1.31 -0.25 0.13
H 0.10926 -10.03469 -3.65524 0.13 0.28 0.46
H -1.36809 -15.84433 -5.48360 -0.28 0.16 -0.10
C 0.81745 -13.87665 -6.85764 0.19 0.34 0.09
H -4.84150 9.30543 5.02291 0.02 -0.96 -0.28
O 13.76281 -2.38383 4.97807 0.61 0.39 0.01
C 2.46842 -8.41252 -3.19950 0.72 0.03 -1.22
C 3.20688 -1.85936 7.51325 -0.14 -0.15 -0.19
O -5.33470 4.90871 5.06510 0.85 0.89 0.52
H 3.29767 -2.24472 -6.18544 -0.14 -0.28 -0.17
H 11.78274 -0.87576 0.84222 0.95 -0.04 -0.15
H -0.43684 -1.06157 -6.85645 0.02 0.11 0.06
H 1.71068 -1.75191 -5.60629 -0.40 -0.51 -0.03
H 8.43305 -1.92453 3.67866 0.01 -0.23 0.47
C 11.54468 -1.75587 1.43958 -1.05 0.34 0.88
C -2.13612 10.32436 -0.70142 -0.09 1.77 -0.79
O -7.04701 7.01926 4.38074 -0.71 0.85 0.44
C -0.76801 -15.50036 -6.32603 -0.17 -0.59 1.09
C -7.58513 -2.07326 5.03488 -1.01 1.83 -0.36
H -4.38867 12.69169 -2.61972 -0.15 -0.54 0.08
H -7.63341 -4.79756 3.55513 -0.03 -0.16 0.31
C -7.94324 -3.78794 3.28537 0.08 -0.32 0.23
H -1.01151 -3.21755 -5.75711 0.42 0.54 -0.12
H -8.60758 9.86361 4.85433 0.43 0.70 0.50
P -0.98035 0.44321 -0.84023 1.39 -0.71 -1.22
H 3.85499 0.83381 9.26291 0.13 -0.04 0.49
O -1.43278 -2.64464 -7.77403 0.11 -0.74 1.04
C -1.85475 7.89115 -3.45761 1.12 -0.77 -1.48
C 0.84539 -2.01836 -8.38864 -0.50 0.22 -0.69
C 2.04298 -13.19848 -6.30111 -1.52 -0.36 0.90
H 1.25361 -1.17433 -8.94458 0.51 0.54 0.37
H -3.62040 4.24670 4.13761 0.07 -0.24 -0.17
H 9.62156 -1.34495 0.57077 0.03 -0.33 -0.48
H -2.20687 8.00852 -4.48246 -0.32 0.53 0.05
H -3.22784 -2.60831 -4.82964 1.08 -0.48 0.39
C 13.56828 -2.16796 2.59156 0.65 0.72 0.30
```
Forces are in eV/Å.

Calculated values
2S+1: 1
Net charge: -1
HOMO, Eh: -0.26606

The following is a quantum chemistry calculation of a molecular structure, C24H60IN4O8 in a non-equilibrium geometry, from the Open Molecules 2025 dataset.

```
97
Properties=species:S:1:pos:R:3:forces:R:3
C 1.63714 2.75055 -1.33746 -0.58 -6.03 0.73
H -1.76631 4.98279 -0.39880 0.59 -0.37 -1.11
N -0.55904 1.24255 3.54204 -0.45 3.15 -0.29
H -2.82721 2.59034 0.43316 -1.16 -1.02 -0.63
H -5.23170 3.58527 -0.79541 0.77 -0.11 -0.13
H 0.46225 -3.47346 -2.87508 1.64 -0.14 -2.20
C -1.71519 -3.36293 -4.95600 -0.02 -2.09 -5.07
H 4.26112 -1.61800 -2.41383 -0.36 4.42 -2.37
C -0.70209 -0.01143 4.18089 -0.74 -0.12 -2.91
H -2.95805 -2.16510 -0.73365 0.00 -1.39 0.62
H -2.09660 5.36767 1.45010 -1.28 -0.07 0.08
C 4.61478 1.25239 0.55121 0.23 0.19 -0.50
C -3.33496 -1.46701 1.30384 11.44 -2.52 -0.53
H -0.47079 2.25430 -1.10330 0.93 0.27 0.42
O 0.08004 -1.84920 5.02710 1.34 -1.15 0.97
H 6.62191 0.21479 1.84838 -0.02 -1.51 0.67
C 0.75201 -3.63902 -5.14226 -0.71 2.39 -1.42
O -4.00328 -3.64248 0.50084 -0.49 0.86 -1.61
H -5.97636 2.06451 -1.17821 3.24 0.66 -1.22
C -2.98508 -2.66367 0.28992 1.15 1.04 0.31
H -2.71887 -2.12052 2.09188 -1.96 2.92 0.05
H 5.02986 -3.01727 -2.57698 7.35 -4.87 -4.43
H 0.25783 -1.55693 2.84983 0.90 1.73 3.71
O 4.63527 -2.37568 -0.71304 1.36 -2.80 1.47
H 6.87239 1.86706 1.95786 0.47 -0.16 -0.98
H -1.44569 -0.61901 3.61710 -1.03 0.56 1.27
H -4.26924 -1.43656 1.29864 -8.15 0.13 0.92
H 4.27943 3.01601 -0.69503 -0.33 -1.94 -0.17
H -0.76959 3.91436 3.38481 -1.38 -0.36 -1.35
H -4.52355 0.55179 0.21964 -2.35 0.66 0.52
H -2.06845 1.77952 -0.77165 4.40 -0.90 -1.61
H -3.74500 5.93485 2.29721 1.64 -1.52 -0.14
H -0.32642 1.20363 2.55276 0.26 -0.70 0.18
H 0.65092 -2.50692 -5.33756 0.31 -1.27 0.09
C -3.76851 -4.58710 -0.50391 -1.76 -3.40 -0.55
H -4.53401 -5.58442 -0.42384 1.79 2.93 0.01
C 3.87307 1.92257 -0.61705 -0.53 4.74 5.30
C 4.12611 -1.26059 -0.01104 -1.37 -0.99 -7.33
H 4.46768 -0.47267 -0.66799 -0.44 0.40 0.03
H -1.93406 -3.17064 -3.99475 -0.13 0.58 3.64
O 5.93779 1.15531 0.19032 3.21 0.17 -1.33
I 0.53893 -1.00363 0.65246 -0.12 0.11 -1.29
C -1.58117 4.51866 -1.42123 0.53 3.30 0.39
H -2.48437 -4.01812 -5.40092 -0.24 0.13 0.77
C -2.74645 5.34615 2.36195 -2.79 -2.71 -2.97
C -3.55258 0.50065 -0.14043 0.90 5.24 8.36
O -0.57484 -4.17015 -5.28763 0.80 0.01 -0.23
C 0.40453 -0.96022 3.98330 1.99 -1.35 -2.14
H -2.02155 5.15830 -2.20239 0.73 0.80 0.26
C 6.92197 1.01314 1.22365 -3.96 1.61 0.99
H 0.65962 -3.50189 3.96749 1.04 0.38 2.04
C -1.78664 2.11015 3.55744 -1.35 -4.52 1.19
H -3.84663 -4.22976 -1.61203 0.29 -0.28 2.02
H 2.27776 -2.94703 -1.62003 0.54 0.78 0.15
O -2.89554 3.92906 2.80444 1.27 2.30 -1.29
H 4.61419 -1.24779 0.80961 3.63 -0.26 5.56
H -2.17078 2.34093 4.61475 0.90 -0.28 -1.31
H -1.88763 -2.49497 -5.59304 0.91 0.58 0.11
H -1.11261 3.04158 1.63700 -1.54 1.02 3.18
H 2.13688 3.57538 -1.43570 2.69 5.14 -0.97
C -2.98641 1.85970 -0.43071 -3.76 1.09 1.55
H 3.61296 1.54683 -1.46979 1.77 -3.31 -5.93
H 4.37370 0.25077 0.84337 -1.31 1.05 0.46
C 4.44766 -2.52453 -2.06929 -9.13 1.21 6.03
O -0.26671 4.22307 -1.75037 1.49 -1.56 0.99
H -0.79485 0.13169 5.22259 -0.82 0.04 1.11
H 0.77368 -3.59047 5.79550 -1.10 -2.21 2.79
H 2.33116 -2.11428 -4.16675 1.14 -2.83 2.31
C -1.58517 3.31749 2.79925 1.51 1.45 -1.70
H -5.26713 3.24129 -2.50750 0.45 -0.84 0.71
H 7.82546 0.83752 0.77492 2.24 -0.16 -0.94
N 2.43147 2.03564 -0.33688 -0.66 0.27 3.47
H 2.15668 1.16665 0.15659 -0.87 0.88 -1.08
C 0.26296 3.06094 -0.89733 -3.23 2.12 0.20
H 1.50585 -0.46108 4.04222 -2.17 -1.25 0.01
H 3.03350 -4.29072 -2.13338 0.99 -1.77 0.17
H 0.11017 3.45797 0.19667 0.89 -1.08 -1.90
H 4.63574 1.80733 1.43828 -0.97 1.68 1.34
C -4.98228 2.77763 -1.52413 -3.73 0.85 1.00
H 1.22051 -4.91105 -3.56500 0.97 0.44 -0.04
H -2.14002 5.80292 2.98603 2.60 2.36 3.77
C 0.92965 -2.99553 5.00322 -2.73 1.36 -5.09
H -1.97058 -3.24726 0.55882 -1.80 1.87 -0.93
H 1.90467 -2.67707 5.04025 2.66 0.62 -0.32
H 1.71343 2.18305 -2.31300 -0.69 0.59 0.44
H 1.57720 -3.98878 -5.92154 -2.20 0.08 1.46
H 3.09155 -1.20713 0.23123 -1.02 -0.35 -0.41
O -3.63930 2.43660 -1.55449 -1.09 -0.54 -0.50
H -2.26041 3.78991 -1.55221 -1.60 -3.22 0.12
N 2.56468 -3.13079 -3.70862 -1.47 1.19 -0.62
H -3.58697 -0.09285 -0.83633 0.09 -5.73 -8.30
H -1.82410 -0.04219 0.65097 -1.04 -0.96 1.09
N -2.82573 -0.09137 0.97651 1.45 -0.93 0.11
C 1.24396 -3.81634 -3.75636 -0.54 0.21 1.99
H -2.78421 -4.98069 -0.21796 0.12 -0.32 -1.06
C 3.08817 -3.25787 -2.30432 -1.59 2.19 -0.99
H -2.64356 1.48295 3.06014 1.15 1.12 0.78
```
Forces are in eV/Å.

Calculated values
2S+1: 1
Net charge: -1
HOMO, Eh: -0.16888

The following is a quantum chemistry calculation of a single C3H7NO2 molecule in a non-equilibrium geometry, from the Open Molecules 2025 dataset.

```
13
Properties=species:S:1:pos:R:3:forces:R:3
C 0.14999 -1.06360 -0.55543 0.03 -0.11 0.15
H 0.40554 -2.11635 -0.44076 -0.02 0.07 0.09
H -1.64512 -1.44214 0.64851 -0.35 0.27 -0.75
H -0.91730 1.12410 -0.45879 -2.45 -1.42 -0.23
C 1.40029 0.92250 0.04909 0.09 0.32 0.31
H -0.18662 1.21061 0.96784 -0.51 0.51 -0.52
C -1.03130 -0.60139 0.30320 0.62 -0.29 0.33
H 2.42292 1.27764 0.14349 0.27 0.01 -0.87
H -0.63600 -0.20487 1.26266 -0.15 -0.66 -0.10
O 1.39056 -0.36923 -0.26664 0.04 -0.04 0.27
O -1.69519 0.40786 -0.40050 1.07 1.28 0.04
N 0.44406 1.71754 0.35442 1.30 0.17 1.00
H -0.10182 -0.86267 -1.60709 0.06 -0.12 0.29
```
Forces are in eV/Å.

Calculated values
2S+1: 1
SMILES: [H]/N=C\OCCO
Net charge: 0
HOMO, Eh: -0.35970

Energy above the lowest of the compared OMol25 structures with the same formula, charge and spin for the records above, in order: 123.4, 40.0, 77.4 kcal/mol